i.
# C2H2O2P

C2H2O2P as an isolated structure (ωB97M-V/def2-TZVPD, the Open Molecules 2025 dataset).

Geometry as ORCA input:
```
! wB97M-V def2-TZVPD RIJCOSX def2/J DEFGRID3
* xyz -1 1
C 0.552 -0.452 -0.958
C 0.482 -0.503 1.052
O -0.821 1.523 -0.034
O -2.142 -0.790 0.081
P -0.910 0.044 -0.001
H 1.459 0.066 -1.390
H 1.380 0.110 1.250
*
```

E_HOMO (alpha / beta) ... -4.33 / -4.48 eV
HOMO-LUMO gap (alpha / beta) ... 8.1154 / 8.4417 eV

Atomic partial charges in e from the natural (NBO) method, atoms 1 to 6: -0.607, -0.591, -1.111, -1.119, 2.098, 0.172

=====

ii.
# C2H2O2P

C2H2O2P as an isolated structure (ωB97M-V/def2-TZVPD, the Open Molecules 2025 dataset).

Geometry as ORCA input:
```
! wB97M-V def2-TZVPD RIJCOSX def2/J DEFGRID3
* xyz -1 1
C -1.836 -1.150 -0.393
C 1.820 0.257 0.192
O 2.355 -0.754 0.076
O 1.646 1.404 0.354
P -0.542 -0.225 0.043
H -2.870 -0.690 -0.284
H -0.573 1.159 0.011
*
```

E_HOMO ... -2.76 eV
HOMO-LUMO gap ... 6.7026 eV

Atomic partial charges in e from the natural (NBO) method, atoms 1 to 6: -0.952, 0.954, -0.582, -0.610, 0.183, 0.139

=====

Which structure is most stable? ii, by 23.7 kcal/mol over the runner-up.

=====

i.
# C5H8IN

One molecule with the formula C5H8IN (ωB97M-V/def2-TZVPD, the Open Molecules 2025 dataset).

Geometry as ORCA input:
```
! wB97M-V def2-TZVPD RIJCOSX def2/J DEFGRID3
* xyz 0 1
C 0.842 2.488 0.140
C 1.020 -0.365 -0.882
C -0.062 1.528 0.394
C 0.036 0.213 -0.216
C -0.691 -2.088 0.399
N -0.954 -0.647 0.387
I -2.894 -0.075 -0.217
H 0.819 3.485 0.496
H 1.787 2.186 -0.206
H 0.920 -1.359 -1.376
H 1.947 0.201 -1.190
H -0.953 1.903 1.022
H -1.529 -2.550 0.966
H -0.662 -2.658 -0.540
H 0.373 -2.264 0.823
*
```

E_HOMO ... -8.56 eV
HOMO-LUMO gap ... 8.2567 eV
SMILES ... C=CC(=C)N(C)I

Atomic partial charges in e from the natural (NBO) method, atoms 1 to 6: -0.342, -0.441, -0.230, 0.084, -0.437, -0.538

=====

ii.
# C5H8IN

A 2-piece molecular cluster, C5H8IN overall (ωB97M-V/def2-TZVPD, the Open Molecules 2025 dataset).

Geometry as ORCA input:
```
! wB97M-V def2-TZVPD RIJCOSX def2/J DEFGRID3
* xyz 0 1
C 1.201 0.215 0.230
C -0.883 2.190 0.188
C 1.878 -1.010 -0.459
C 0.026 1.140 -0.199
C 1.842 -2.196 0.083
N -0.911 1.294 -1.017
I -5.242 -0.091 0.106
H 0.941 -0.095 1.302
H 2.083 0.948 0.434
H -1.733 1.932 0.935
H -0.449 3.257 0.012
H 2.388 -1.062 -1.411
H -4.484 -1.176 -0.783
H 2.185 -3.095 -0.410
H 1.158 -2.250 0.990
*
```

E_HOMO ... -9.97 eV
HOMO-LUMO gap ... 10.7073 eV
SMILES ... C=CCC1=NC1.I

Atomic partial charges in e from the natural (NBO) method, atoms 1 to 6: -0.497, -0.329, -0.188, 0.255, -0.380, -0.332

=====

Which structure is most stable? i, by 23.0 kcal/mol over the runner-up.